Record 1
One molecule with the formula C5H6 at a distorted geometry. Source: OMol25; level of theory: ωB97M-V with the def2-TZVPD basis set.

Last column: natural (NBO) charge in e.
CARTESIAN COORDINATES (ANGSTROEM)
C  2.59  0.81  0.01  -0.2405
C  1.53  0.25  0.13  -0.0070
C  0.32  -0.54  0.35  -0.5209
C  -0.99  0.21  0.24  -0.1500
C  -1.96  -0.11  -0.61  -0.3883
H  3.58  1.22  0.00  0.2371
H  0.25  -1.28  -0.45  0.2334
H  0.45  -1.09  1.32  0.2434
H  -1.03  1.07  0.89  0.1989
H  -2.84  0.46  -0.67  0.2026
H  -1.89  -1.01  -1.23  0.1914

The calculation puts the energy relative to the best compared isomer or geometry (same formula, charge and spin) at 39.6 kcal per mole. Its total charge is 0. The spin multiplicity is 1.


Record 2
A 2-piece molecular cluster, C5H6 overall at a distorted geometry. Source: OMol25; level of theory: ωB97M-V with the def2-TZVPD basis set.

Last column: Löwdin spin population.
CARTESIAN COORDINATES (ANGSTROEM)
C  -1.40  -0.03  -0.06  0.6107
C  -2.46  -0.69  0.10  0.9287
C  -0.54  1.20  0.17  0.1349
C  0.04  -0.01  -0.32  0.1083
C  1.07  -0.87  0.26  0.0146
H  -0.85  1.99  -0.49  0.0065
H  -0.44  1.38  1.23  0.0107
H  0.39  0.24  -1.96  0.1812
H  1.03  -1.11  1.28  -0.0022
H  2.12  -0.41  0.17  0.0041
H  1.04  -1.68  -0.37  0.0024

The calculation puts the energy relative to the best compared isomer or geometry (same formula, charge and spin) at 91.4 kcal per mole. Its total charge is 0. The spin multiplicity is 3.


Record 3
C5H6AlBrF7NO5PS2 as an isolated structure at a distorted geometry. Source: OMol25; level of theory: ωB97M-V with the def2-TZVPD basis set.

Last column: natural (NBO) charge in e.
CARTESIAN COORDINATES (ANGSTROEM)
N  -2.98  -2.87  0.39  -0.8422
C  -1.73  -2.23  0.68  0.2235
O  -1.90  -0.95  1.18  -0.9323
Al  -0.42  -0.05  0.74  1.6097
S  1.13  -0.68  2.25  -0.6976
S  -0.85  2.23  0.49  1.5899
O  -1.67  2.60  1.62  -0.9496
O  -1.47  2.45  -0.79  -0.9358
C  0.62  3.42  0.63  0.4024
F  0.31  4.53  -0.06  -0.3076
F  0.76  3.74  1.93  -0.3061
C  2.01  2.91  0.17  0.5383
F  2.79  4.02  0.06  -0.3111
F  2.56  2.13  1.11  -0.2861
C  2.06  2.19  -1.21  0.9201
F  2.07  0.86  -1.03  -0.2895
F  3.19  2.53  -1.86  -0.3119
F  1.02  2.54  -1.97  -0.2880
O  -0.28  -0.92  -0.79  -0.9424
C  -0.62  -2.23  -0.46  -0.2691
P  -0.93  -3.38  -1.88  1.0099
O  0.37  -4.36  -1.66  -0.9793
Br  -0.26  -2.13  -3.63  -0.2870
H  -3.17  -2.98  -0.60  0.3594
H  -3.09  -3.74  0.87  0.3597
H  -1.27  -2.81  1.49  0.1346
H  0.54  -0.23  3.36  0.1567
H  0.25  -2.68  0.04  0.1490
H  0.98  -3.92  -1.07  0.4825

The total energy is -5278.5802 Ha. Its total charge is -1. The spin multiplicity is 1.


Record 4
A 2-piece molecular cluster, C5H6Br2NP overall at a distorted geometry. Source: OMol25; level of theory: ωB97M-V with the def2-TZVPD basis set.

Last column: natural (NBO) charge in e.
CARTESIAN COORDINATES (ANGSTROEM)
C  -0.66  -1.03  1.64  -0.2747
C  -1.51  -1.48  0.61  -0.4062
C  0.22  -0.14  1.06  -0.1035
C  -1.05  -0.88  -0.52  0.2744
C  0.47  0.86  -1.27  -0.4071
N  -0.03  -0.11  -0.29  -0.4355
P  -2.22  -0.08  -3.13  0.4162
Br  -3.90  -1.53  -3.33  -0.1835
Br  -0.80  -0.89  -4.63  -0.1969
H  -0.70  -1.37  2.70  0.2305
H  -2.21  -2.20  0.75  0.2226
H  1.21  0.29  1.31  0.2097
H  -0.09  1.89  -1.12  0.2118
H  1.66  0.95  -1.09  0.2243
H  0.16  0.45  -2.29  0.2180

The calculation puts the energy relative to the best compared isomer or geometry (same formula, charge and spin) at 32.9 kcal per mole. Its total charge is 0. The spin multiplicity is 1.


Record 5
C5H6Br2O as an isolated structure at a distorted geometry. Source: OMol25; level of theory: ωB97M-V with the def2-TZVPD basis set.

Last column: natural (NBO) charge in e.
CARTESIAN COORDINATES (ANGSTROEM)
C  -0.65  0.44  2.13  -0.1970
C  -0.94  0.15  0.98  -0.1589
C  -0.83  -1.14  -1.15  -0.6926
C  1.76  0.15  0.23  -0.6382
C  -0.86  0.14  -0.42  0.3985
O  -0.77  1.22  -1.15  -0.6442
Br  1.97  0.18  2.06  0.2071
Br  2.30  1.75  -0.61  0.0270
H  -0.87  0.37  3.17  0.2291
H  -0.05  -1.25  -1.99  0.2480
H  -0.90  -1.96  -0.40  0.2454
H  -1.74  -1.47  -1.67  0.2403
H  2.16  -0.68  -0.43  0.2165
H  -0.59  2.10  -0.74  0.5192

The calculation puts the energy relative to the best compared isomer or geometry (same formula, charge and spin) at 63.9 kcal per mole. Its total charge is 0. The spin multiplicity is 1.


Record 6
C5H6Br9CaO2 as an isolated structure at a distorted geometry. Source: OMol25; level of theory: ωB97M-V with the def2-TZVPD basis set.

Last column: Löwdin spin population.
CARTESIAN COORDINATES (ANGSTROEM)
Ca  3.56  2.54  -3.30  0.0000
C  0.78  -0.07  -1.55  0.0001
C  1.89  0.75  -2.08  0.0000
O  1.97  1.93  -1.75  0.0000
O  2.52  0.36  -3.06  0.0000
H  1.12  -0.93  -0.97  0.0000
H  0.25  -0.51  -2.40  0.0000
H  0.15  0.57  -0.94  0.0001
C  -2.19  2.63  -0.20  -0.0048
Br  -2.60  1.02  -1.29  0.0026
Br  -3.40  2.70  1.37  0.2672
Br  -2.42  4.32  -1.26  0.0345
H  -1.17  2.50  0.15  -0.0002
C  1.92  -1.90  2.03  -0.0003
Br  1.88  -0.94  3.75  0.0334
Br  1.91  -3.86  2.22  0.0022
Br  3.42  -1.25  0.79  0.0009
H  0.99  -1.68  1.52  -0.0003
C  -2.05  -1.61  1.25  -0.0121
Br  -3.93  -1.68  0.56  0.0215
Br  -1.54  -3.26  2.09  0.1723
Br  -1.70  -0.21  2.63  0.4838
H  -1.36  -1.42  0.43  -0.0008

The total energy is -24187.6649 Ha. Its total charge is +2. The spin multiplicity is 2.


Record 7
A 2-piece molecular cluster, C5H6BrCl2F overall at a distorted geometry. Source: OMol25; level of theory: ωB97M-V with the def2-TZVPD basis set.

Last column: Löwdin spin population.
CARTESIAN COORDINATES (ANGSTROEM)
C  -1.13  1.08  0.13  0.0343
C  -2.02  -0.03  0.20  0.0728
C  -0.61  -0.26  0.61  0.0870
C  0.28  -1.01  -0.25  0.6387
C  2.25  0.12  -0.29  0.6106
F  2.14  0.34  -1.70  0.0910
Cl  0.96  -2.50  0.36  0.1344
Cl  3.52  -1.01  0.09  0.1337
Br  2.32  1.92  0.40  0.1599
H  -1.05  1.28  -1.02  0.0011
H  -1.12  1.94  0.71  0.0038
H  -2.88  -0.04  1.02  0.0082
H  -2.37  -0.61  -0.67  0.0007
H  -0.48  -0.41  1.76  0.0018
H  0.19  -0.82  -1.34  0.0220

The total energy is -3788.1424 Ha. Its total charge is 0. The spin multiplicity is 3.


Record 8
An isolated ion of composition C5H6BrClNO3 and charge -1 at a distorted geometry. Source: OMol25; level of theory: ωB97M-V with the def2-TZVPD basis set.

Last column: natural (NBO) charge in e.
CARTESIAN COORDINATES (ANGSTROEM)
O  -1.96  2.00  1.65  -0.7715
C  -1.20  1.02  1.45  0.6147
O  -0.14  0.79  2.32  -0.7537
C  -1.37  0.09  0.47  -0.4031
Br  -2.75  0.52  -0.78  -0.0587
C  -0.63  -1.16  0.24  -0.4248
C  0.54  -1.13  -0.89  0.0563
O  0.07  -1.07  -2.25  -0.7169
C  1.46  0.05  -0.63  0.1244
N  1.69  0.91  -1.52  -0.4696
Cl  2.68  2.23  -1.24  0.0968
H  -0.30  1.31  3.06  0.4729
H  -1.35  -2.00  -0.02  0.2089
H  0.02  -1.32  1.06  0.2114
H  1.11  -2.09  -0.68  0.1632
H  0.28  -0.23  -2.53  0.4773
H  1.85  0.10  0.30  0.1725

The calculation puts the energy relative to the best compared isomer or geometry (same formula, charge and spin) at 36.7 kcal per mole. Its total charge is -1. The spin multiplicity is 1.